# 1
Molecular formula: C5H7Cl
Method: DFT, the ωB97M-V functional and the def2-TZVPD basis

Output
lowest unoccupied orbital energy (alpha / beta): 0.2 / 0.2 eV
HOMO level (alpha / beta): -8.2235 / -8.1957 eV
energy above the lowest of the compared OMol25 structures with the same formula, charge and spin: 368.5 kJ/mol
gap between HOMO and LUMO (alpha / beta): 8.442 / 8.383 eV
molecular weight: 102.564 Da
DFT total energy: -654.75016 Eh
net charge: 0
strongest force on any atom: 1.15 eV/A

Atoms and positions in Å:
C 0.7559 -1.2611 -0.2278
C 0.0152 -2.2389 0.1743
C 0.1247 0.8798 0.4850
C 1.0746 0.1642 -0.3758
C -1.1129 1.4521 -0.1034
Cl 2.8533 0.4156 0.0518
H 0.3436 -3.2476 -0.0339
H -0.9312 -2.1887 0.6972
H 0.1682 0.7195 1.5511
H 0.9890 0.4709 -1.4225
H -1.4249 0.8865 -0.9798
H -0.9239 2.4798 -0.4272
H -1.9317 1.4679 0.6111

# 2
Molecular formula: C5H8N2O
Method: DFT, the ωB97M-V functional and the def2-TZVPD basis

Output
lowest unoccupied orbital energy: 0.0 eV
HOMO level: -8.6174 eV
energy above the lowest of the compared OMol25 structures with the same formula, charge and spin: 563.7 kJ/mol
gap between HOMO and LUMO: 8.628 eV
molecular weight: 112.132 Da
DFT total energy: -379.87349 Eh
net charge: 0
strongest force on any atom: 1.74 eV/A

Atoms and positions in Å:
C -2.7419 -0.8702 -0.0827
C -1.6989 -0.7558 0.6979
C -0.5931 -0.7155 1.3417
N 0.1492 -0.6839 2.3241
H -3.7265 -1.0932 0.3070
H -2.6734 -0.7253 -1.1542
H 1.1361 -0.5093 2.1460
C 2.2896 0.2754 0.0759
C 1.4135 -0.3065 -0.7379
O 0.3538 0.2892 -1.3856
N 0.1226 1.6581 -1.0406
H 3.1930 -0.2320 0.3595
H 2.0966 1.2443 0.5024
H 1.5864 -1.2675 -1.2040
H -0.5692 1.6455 -0.2886
H -0.3378 2.0464 -1.8608